144
Properties=species:S:1:pos:R:3:forces:R:3 method="wB97M-V/def2-TZVPD" e_homo_ev=-6.02 e_lumo_ha=0.00777 gap_ha=0.2289 e_above_lowest_kj_mol=6459.44
C 16.60968 10.03887 -11.86777 1.41 -1.62 0.68
C 17.29972 8.68912 -11.72399 -1.70 -0.71 -0.07
C 16.67480 7.93374 -10.53311 0.51 -0.55 0.94
O 17.10088 7.95341 -12.94129 6.34 2.29 -0.56
H 16.57821 10.65190 -10.96704 0.61 -0.32 0.43
H 15.54714 9.92658 -12.08339 2.30 -3.13 0.49
H 17.06530 10.61250 -12.67490 -1.38 -0.32 1.06
H 18.36979 8.77861 -11.53677 0.06 -0.04 -0.07
H 16.53532 8.55938 -9.65151 0.40 0.33 0.08
H 17.34051 7.11748 -10.25267 0.16 -0.02 0.14
H 15.70778 7.44119 -10.63490 0.43 0.45 -0.44
H 16.17457 7.70525 -12.98574 3.32 3.14 1.14
C 11.35724 10.64455 -11.76928 -2.32 -3.03 1.11
C 11.67348 10.16287 -10.39006 1.15 0.35 0.39
C 13.05974 10.60955 -9.85362 -4.54 -3.06 -0.43
O 10.80466 10.74302 -9.40871 -0.29 -0.70 -0.28
H 12.17146 10.45782 -12.46947 -0.97 0.29 0.90
H 10.93313 11.63962 -11.90366 -1.13 -3.17 4.19
H 10.57946 10.02703 -12.21853 -0.39 -0.71 0.10
H 11.59946 9.08995 -10.56746 -0.20 -0.21 1.47
H 13.31022 10.18610 -8.88097 -1.62 -0.95 -0.07
H 13.05656 11.67863 -9.64108 -2.23 -1.71 -0.82
H 13.90928 10.41838 -10.50924 -1.34 -1.15 1.46
H 9.95722 10.89582 -9.83310 -0.24 0.00 0.07
C 14.69808 11.90820 -9.02219 2.22 -3.88 3.63
C 14.70743 12.47668 -7.57351 0.80 -5.23 -0.07
C 15.44575 11.48691 -6.57358 -2.10 0.39 -0.82
O 15.45536 13.57263 -7.66177 2.08 3.06 0.72
H 14.46745 10.84778 -9.12435 2.16 1.19 2.26
H 15.65088 11.89801 -9.55150 0.67 0.65 1.44
H 14.04879 12.40918 -9.74020 0.58 -2.83 2.79
H 13.69237 12.70226 -7.24661 1.03 -1.29 0.91
H 14.78761 10.63661 -6.39489 0.03 -0.18 0.04
H 15.47294 12.03521 -5.63192 0.65 -0.16 0.19
H 16.38999 11.10091 -6.95767 0.08 0.46 0.14
H 15.72481 13.86919 -6.78939 -0.11 0.35 0.09
C 14.83557 15.95044 -10.04503 1.16 0.10 0.74
C 15.42234 14.61736 -10.50563 3.03 2.76 -0.67
C 16.74493 14.24898 -9.84284 2.02 1.84 -0.49
O 14.63252 13.58319 -10.07541 8.30 5.20 1.76
H 13.76218 16.05539 -10.20288 1.09 0.12 -0.73
H 15.35584 16.85226 -10.36770 0.13 -0.25 -0.53
H 15.07647 15.88532 -8.98398 -0.75 0.54 0.50
H 15.45094 14.57061 -11.59425 0.16 0.82 2.21
H 16.87601 13.19014 -9.61974 -0.20 0.32 0.07
H 16.88078 14.86053 -8.95083 -0.08 -0.45 0.29
H 17.63517 14.53557 -10.40268 -0.05 0.12 -0.62
H 14.62549 13.73253 -9.12712 -0.14 0.78 0.83
C 19.09005 12.40354 -16.01353 0.43 -1.37 -1.56
C 17.72944 12.80238 -16.50480 -0.90 -2.07 -0.88
C 16.54843 12.19152 -15.70229 1.25 0.79 0.64
O 17.73729 14.17813 -16.44104 -0.99 -4.53 -3.90
H 19.89675 12.73097 -16.66938 -0.09 0.01 -0.32
H 19.11003 11.31689 -15.93051 0.46 0.32 -0.34
H 19.28524 12.81994 -15.02529 0.37 0.24 -3.71
H 17.45228 12.50022 -17.51474 0.93 -0.25 -0.55
H 15.55057 12.27617 -16.13265 0.42 0.54 0.02
H 16.66474 12.69764 -14.74395 -0.55 -0.93 -1.25
H 16.69219 11.15626 -15.39302 -0.07 0.17 -1.10
H 18.47350 14.51440 -16.95730 -0.11 0.25 -0.20
C 12.11398 12.72671 -12.55214 -2.10 4.32 -1.69
C 11.84943 14.11983 -13.16188 1.05 -0.77 -1.73
C 10.44698 14.55887 -12.85748 0.04 1.35 0.86
O 12.86573 15.00724 -12.78582 -11.41 13.35 -9.11
H 12.97364 12.35754 -13.11142 -4.22 2.80 2.37
H 11.25374 12.06131 -12.62521 1.98 4.34 -4.80
H 12.42238 12.90382 -11.52179 -1.97 -2.23 -1.38
H 12.04042 14.01255 -14.22964 -0.80 -0.33 -0.70
H 9.65013 13.83253 -13.01733 0.29 -0.18 -0.17
H 10.16646 15.51142 -13.30697 0.06 -0.06 -0.36
H 10.51807 14.78498 -11.79356 -0.76 -0.03 0.17
H 13.70827 14.57484 -12.62849 1.34 2.46 -2.53
C 15.88213 13.52764 -12.83650 -6.11 -1.84 2.65
C 14.53122 12.87847 -12.58148 2.80 2.84 5.15
C 14.55442 11.57135 -11.78037 0.46 3.74 -0.10
O 13.67809 13.87077 -11.87489 12.39 -12.66 2.84
H 15.83776 14.61371 -12.91767 -2.75 -1.14 0.23
H 16.36822 13.28983 -13.78269 -3.89 -4.75 2.79
H 16.64997 13.44444 -12.06734 -3.48 1.22 -0.22
H 14.12524 12.73188 -13.58238 3.32 6.75 7.30
H 15.36663 10.94105 -12.14249 -2.51 3.22 -0.32
H 13.56611 11.12138 -11.68622 1.00 1.72 -0.79
H 14.83319 11.67593 -10.73182 0.41 0.61 -2.14
H 13.82824 13.90251 -10.92723 2.57 1.16 -6.21
C 20.11807 12.02243 -12.40540 0.24 0.91 0.35
C 18.83225 12.13060 -13.21529 0.95 -2.07 1.03
C 18.44780 10.73474 -13.73934 2.14 -0.43 -0.47
O 17.77177 12.76788 -12.54791 6.43 -3.74 -0.03
H 20.95301 11.56434 -12.93562 -0.19 -0.14 -0.24
H 20.05209 11.54571 -11.42740 -0.37 -0.23 -0.02
H 20.40628 13.05810 -12.22533 0.27 0.09 0.26
H 19.12852 12.72768 -14.07774 -1.24 0.01 3.76
H 19.21536 10.47134 -14.46707 0.06 -0.23 0.26
H 17.49643 10.58507 -14.24983 0.64 0.09 0.50
H 18.55779 10.00906 -12.93350 0.34 0.16 -0.64
H 17.46922 12.31016 -11.76016 0.68 -1.05 0.08
C 13.72340 10.56319 -16.47721 -0.84 -0.40 1.96
C 12.97118 10.46687 -15.08124 1.65 0.76 -1.71
C 13.64189 11.26903 -13.92637 -0.81 -5.18 -7.16
O 11.66547 10.96393 -15.29397 -0.53 0.53 0.64
H 13.05719 10.04992 -17.17062 0.30 0.25 -0.40
H 14.69206 10.06573 -16.42910 0.04 0.00 -0.14
H 13.84730 11.62802 -16.67443 -0.21 -0.22 -0.46
H 12.95115 9.43808 -14.72166 -0.33 -0.06 -1.40
H 14.57485 10.82677 -13.57695 -0.67 1.33 -1.89
H 12.88872 11.28826 -13.13866 1.68 -1.71 -2.02
H 13.92189 12.30408 -14.12223 -3.08 -5.98 -8.59
H 11.07973 10.30140 -15.66755 0.20 -0.15 -0.07
C 12.36088 14.09320 -10.22914 -3.72 2.08 4.11
C 12.32301 14.93997 -8.94048 -3.06 -0.21 -0.36
C 10.88306 15.16822 -8.35185 0.66 0.29 -0.43
O 13.03686 14.26408 -7.92067 -0.08 1.37 -0.09
H 13.39285 13.74722 -10.28767 -8.40 -0.39 6.57
H 12.16231 14.71319 -11.10337 -0.48 -0.02 0.87
H 11.72670 13.20932 -10.16075 -0.63 0.49 0.58
H 12.80728 15.88873 -9.17165 -0.63 -0.35 1.16
H 10.12678 15.70825 -8.92151 0.33 -0.14 -0.81
H 10.94851 15.79515 -7.46259 0.18 -0.50 0.44
H 10.49046 14.16782 -8.16971 -0.19 0.08 0.43
H 12.71810 13.36191 -7.84270 -1.08 0.51 -0.52
C 13.27641 7.23732 -11.23755 0.11 0.91 1.05
C 13.86150 7.63258 -12.57783 -1.50 2.38 0.35
C 13.90904 9.18972 -12.85871 -1.26 -3.30 1.18
O 15.21862 7.24763 -12.59388 -6.78 -4.66 0.22
H 12.24732 7.55173 -11.06370 -0.03 -0.20 -0.68
H 13.81306 7.84766 -10.51119 0.04 -0.19 0.35
H 13.33943 6.20130 -10.90471 0.28 -0.13 -0.58
H 13.20294 7.23380 -13.34943 0.67 -0.65 -0.48
H 14.76765 9.47646 -13.46589 -0.40 -1.86 -0.35
H 13.96464 9.91542 -12.04731 0.05 -2.55 0.00
H 13.00339 9.56368 -13.33625 0.87 -1.85 0.81
H 15.46082 7.08673 -13.50879 -1.68 -1.89 -1.30
C 19.17025 16.56496 -14.11229 -0.60 0.95 -0.68
C 18.23640 15.46757 -14.70570 0.86 2.94 2.61
C 17.31588 14.89528 -13.62129 4.86 4.54 -2.27
O 17.39130 16.02997 -15.70311 0.55 3.61 2.02
H 18.67513 17.41621 -13.64503 -0.88 -0.56 0.89
H 19.58809 17.22801 -14.86983 0.81 -0.80 -0.74
H 19.93865 16.19910 -13.43125 -0.01 -0.15 -0.15
H 18.87656 14.71858 -15.17186 0.37 0.52 1.15
H 17.81053 14.61588 -12.69105 0.43 0.48 -0.80
H 16.67463 14.07212 -13.93643 4.10 5.64 -2.60
H 16.65037 15.68539 -13.27355 0.31 0.98 -0.89
H 17.03147 15.19964 -16.02353 -1.37 1.15 -0.25

---

93
Properties=species:S:1:pos:R:3:forces:R:3 method="wB97M-V/def2-TZVPD" e_homo_ev=-11.76 e_lumo_ha=-0.08843 total_charge=+1 gap_ha=0.3437
O -1.61708 -1.61779 1.16900 -0.28 1.33 0.35
S -0.29796 -2.01811 0.90853 -2.84 -2.63 0.66
O -0.15342 -3.31412 0.39741 1.58 -0.36 -0.58
F 0.42342 -0.97506 0.11038 1.10 0.68 0.10
N 0.44142 -2.03122 2.53192 2.86 -0.98 -2.15
O 1.50295 -1.14602 2.68942 -0.05 -0.33 0.12
H 0.76140 -2.99959 2.77502 0.13 0.11 -0.46
H -0.32496 -1.76456 3.19637 -0.81 0.25 -0.08
H 1.14126 -0.26778 2.97375 0.15 0.06 -0.06
C 4.10474 1.51326 0.03631 -0.09 -0.01 0.02
C 2.74428 2.09114 -0.33941 0.28 -0.19 0.05
C 2.12713 2.94952 0.77372 -0.04 0.07 -0.41
C 1.83236 2.17101 1.96987 0.05 0.22 0.07
N 1.60511 1.55783 2.91275 -0.22 -0.28 -0.02
H 4.03115 0.83782 0.89109 0.00 0.02 0.02
H 4.51778 0.94737 -0.79647 0.03 -0.01 -0.01
H 4.81135 2.30461 0.28812 0.02 0.01 0.01
H 2.06290 1.28078 -0.60400 -0.10 0.04 -0.01
H 2.85272 2.71373 -1.22632 -0.09 0.09 0.00
H 1.19900 3.40099 0.42024 -0.07 0.00 0.12
H 2.79675 3.76924 1.03700 0.03 -0.03 0.13
C -0.75801 2.09527 6.31181 0.04 -0.11 0.00
C -1.48245 0.90750 6.93434 -0.02 0.45 -0.42
C -0.91888 -0.44967 6.48622 -0.32 -0.11 0.43
C -1.02926 -0.75748 5.06508 -0.13 0.54 0.38
N -1.08532 -0.97363 3.93810 -1.45 1.14 2.05
H -0.86616 2.10577 5.22735 0.00 0.02 -0.07
H -1.16960 3.02762 6.69210 -0.01 0.02 -0.02
H 0.30747 2.07450 6.54896 0.00 0.01 -0.01
H -2.54478 0.96468 6.69534 -0.03 -0.10 0.02
H -1.39702 0.96399 8.01889 0.01 -0.21 0.02
H -1.43651 -1.23534 7.04011 0.04 -0.17 -0.13
H 0.13662 -0.52176 6.73462 0.10 0.04 0.00
C -2.44506 -1.22228 -1.93356 -0.06 -1.91 0.78
C -3.02960 -1.11673 -3.33452 -0.61 -0.57 0.28
C -2.06427 -1.62861 -4.40787 -0.38 0.27 -0.03
C -0.85425 -0.81129 -4.45913 0.89 -1.66 -1.14
N 0.10319 -0.17982 -4.47837 1.18 -2.61 -1.04
H -1.54861 -0.60700 -1.83621 -0.49 -1.29 0.59
H -3.16392 -0.87837 -1.19286 -0.08 -0.07 -0.07
H -2.18405 -2.25762 -1.69831 -0.35 -0.32 0.02
H -3.29822 -0.08067 -3.53849 -0.32 -0.48 -0.11
H -3.95070 -1.69737 -3.38647 0.01 -0.24 -0.08
H -2.54797 -1.60633 -5.38493 0.09 0.05 -0.09
H -1.79358 -2.66737 -4.21393 0.17 0.04 0.06
C 2.12536 -2.43535 6.27424 -0.12 0.05 0.02
C 1.33148 -3.57760 6.89024 0.18 0.41 0.38
C 1.73534 -4.91113 6.26991 -0.35 0.11 0.20
C 1.31764 -4.82269 4.87384 0.25 -0.98 -0.12
N 0.93857 -4.79482 3.79065 -0.03 0.67 -0.18
H 1.95368 -2.37528 5.19790 0.12 0.05 -0.03
H 1.83149 -1.48369 6.70559 0.14 0.10 0.08
H 3.19340 -2.56225 6.44975 0.01 0.01 -0.05
H 0.26014 -3.43408 6.73367 -0.03 0.01 0.02
H 1.49005 -3.58272 7.96805 0.04 -0.19 0.03
H 1.21822 -5.74067 6.75265 -0.09 -0.05 -0.16
H 2.80249 -5.10793 6.36985 0.04 0.11 -0.24
C -3.87882 1.89010 -0.25159 0.02 0.13 0.07
C -2.95757 1.15498 0.71011 -0.11 0.01 -0.26
C -3.55557 0.94278 2.10591 0.23 -0.13 -0.28
C -3.78722 2.19846 2.81528 -0.07 -0.19 -0.01
N -3.95897 3.18182 3.37967 0.05 0.17 0.10
H -4.10127 2.90079 0.09470 -0.05 -0.01 0.04
H -3.40393 1.96875 -1.22756 0.00 -0.02 -0.07
H -4.82248 1.35689 -0.37578 -0.04 -0.01 0.00
H -2.01510 1.70075 0.79571 0.07 0.01 0.08
H -2.72213 0.17664 0.28790 -0.02 0.26 0.27
H -2.86858 0.33553 2.69325 -0.03 -0.01 0.12
H -4.49063 0.38537 2.03531 -0.08 0.08 0.02
C -2.08948 4.08998 -4.54432 0.07 0.04 0.08
C -0.63371 3.70402 -4.30550 -0.36 0.05 -0.06
C -0.36265 2.21337 -4.54031 0.14 1.23 0.09
C -1.08738 1.36568 -3.59688 -0.32 1.85 0.39
N -1.66419 0.70163 -2.86027 0.53 5.65 0.14
H -2.75708 3.57718 -3.85036 -0.01 -0.04 0.00
H -2.22612 5.16079 -4.40327 -0.05 0.03 -0.02
H -2.39866 3.84264 -5.56065 -0.01 -0.01 -0.02
H -0.34592 3.97723 -3.28894 0.06 -0.03 0.04
H 0.00306 4.27687 -4.97983 0.09 -0.05 -0.01
H 0.70467 2.01162 -4.43691 -0.19 -0.02 0.02
H -0.63871 1.93621 -5.55842 -0.05 -0.06 0.05
C 3.01664 -1.11483 -6.31213 -0.01 0.06 0.00
C 2.50424 -0.98752 -7.74168 0.02 -0.05 0.27
C 3.51473 -1.47557 -8.78514 -0.35 0.07 -0.05
C 4.72975 -0.66426 -8.79348 -0.03 -0.21 -0.04
N 5.68557 -0.03160 -8.79217 0.12 0.15 0.04
H 3.90138 -0.49688 -6.15214 0.06 -0.03 -0.04
H 2.25286 -0.79049 -5.60760 0.00 -0.02 0.02
H 3.27591 -2.15011 -6.07998 0.02 0.01 0.00
H 2.23778 0.05108 -7.94140 0.02 0.02 -0.09
H 1.59038 -1.57453 -7.84711 0.00 -0.02 -0.09
H 3.06523 -1.43818 -9.77811 0.09 0.02 -0.06
H 3.77773 -2.51719 -8.59670 0.11 0.01 0.03

---

54
Properties=species:S:1:pos:R:3:forces:R:3 method="wB97M-V/def2-TZVPD" e_homo_ev=-7.19 e_lumo_ha=-0.01193 gap_ha=0.2523 e_above_lowest_kj_mol=0.00
Ir -0.18244 0.12536 0.48466 -0.21 -0.30 0.26
C -3.84732 -1.59784 -2.65358 0.00 0.00 0.01
C -3.86866 -0.56145 -1.59639 0.02 -0.02 0.05
N -4.90415 0.06379 -1.14116 -0.03 0.00 -0.01
N -4.41114 0.87719 -0.15239 0.00 0.02 0.00
C -3.08927 0.76507 0.01917 0.04 0.07 -0.08
S -2.04042 1.48446 1.12124 0.07 -0.08 0.06
N -2.73807 -0.14310 -0.92552 0.02 0.01 -0.03
N -1.41989 -0.60811 -1.05086 -0.19 -0.50 0.26
H -4.86484 -1.78255 -2.98584 0.00 0.00 0.00
H -3.41901 -2.52190 -2.26166 0.00 0.00 -0.01
H -3.24924 -1.27799 -3.50819 0.00 0.00 0.00
H -5.03545 1.44424 0.39413 -0.01 0.00 -0.01
H -1.09844 -0.47662 -2.00538 0.09 0.21 0.05
H -1.38321 -1.65961 -0.75195 0.09 0.11 -0.02
O 5.75587 -0.64713 1.63449 0.00 0.01 0.01
C 4.57741 -0.53578 1.44830 -0.03 0.03 0.03
C 3.61788 0.39499 2.21228 -0.01 -0.12 -0.07
O 3.90956 1.13486 3.11900 0.03 0.05 0.00
C 2.31414 0.17181 1.57635 0.02 -0.10 0.03
C 2.39446 -0.78025 0.57574 -0.01 0.08 0.04
O 1.32298 -1.10934 -0.10495 0.05 -0.02 -0.19
C 3.75246 -1.27308 0.38552 0.04 0.04 -0.03
O 4.17579 -2.05408 -0.43671 -0.02 -0.01 0.06
O 1.18235 0.75234 1.86021 -0.04 0.10 -0.01
C -1.32859 -5.04488 1.56547 0.01 0.01 0.00
N -1.13021 -3.72022 2.13799 0.09 0.01 0.05
C -0.99029 -3.53916 3.49471 -0.06 0.08 -0.06
C -0.85861 -2.31993 4.02033 0.03 -0.04 -0.01
C -0.83640 -1.15029 3.14846 -0.05 0.14 0.01
O -0.82914 -0.01432 3.56965 -0.09 -0.05 0.03
N -0.83065 -1.41321 1.76274 0.25 0.34 -0.12
C -1.05310 -2.64989 1.27917 -0.14 -0.11 -0.25
O -1.23746 -2.88964 0.05922 -0.05 -0.02 0.07
H -1.43214 -5.75440 2.38234 0.01 -0.01 0.00
H -0.48140 -5.32567 0.94207 0.00 0.01 0.00
H -2.22682 -5.06294 0.95228 -0.01 0.00 0.01
H -1.01974 -4.44124 4.08964 0.01 0.00 -0.01
H -0.77275 -2.15658 5.08243 0.01 -0.01 0.00
C 0.79285 4.12450 -2.95441 0.01 0.00 -0.01
C 1.74792 3.55133 -1.90039 -0.02 0.02 0.07
C 2.10917 4.61427 -0.85335 -0.01 -0.02 0.03
C 3.01231 2.97793 -2.55321 0.01 -0.02 0.00
C 1.06236 2.45177 -1.20203 0.11 -0.05 -0.14
N 0.56503 1.57458 -0.66556 -0.03 0.13 -0.03
H 1.27810 4.96805 -3.44587 0.00 0.00 0.00
H -0.13231 4.47655 -2.49801 0.01 0.01 0.00
H 0.55052 3.37907 -3.71231 0.00 0.00 0.00
H 2.63803 5.42852 -1.34911 0.00 0.00 0.00
H 2.75394 4.19860 -0.07960 0.01 0.00 -0.01
H 1.21526 5.01598 -0.37657 0.00 0.01 -0.01
H 3.54810 3.78743 -3.04955 0.00 0.00 0.00
H 2.76452 2.21810 -3.29427 0.00 0.00 0.00
H 3.67015 2.53042 -1.80878 0.01 0.01 0.00

---

26
Properties=species:S:1:pos:R:3:forces:R:3 method="wB97M-V/def2-TZVPD" e_homo_ev="-16.72 / -16.72" e_lumo_ha="-0.35843 / -0.36180" total_charge=+2 multiplicity=2 gap_ha="0.2561 / 0.2525" e_above_lowest_kj_mol=138.34
O 0.82790 -3.03973 -7.22870 0.06 -0.08 2.57
C 0.85204 -3.07043 -6.08890 -0.06 0.09 -2.43
Yb 1.11784 -1.60861 -1.98293 -1.14 0.34 -2.25
C 1.28612 -1.73315 0.28027 0.31 -0.40 4.40
O 1.19524 -1.92342 1.39187 0.30 0.17 -1.84
C 1.55459 0.88872 -1.68666 0.56 2.38 0.02
O 1.67822 2.01609 -1.57913 -0.26 -2.72 -0.71
C -0.98237 -0.79453 -2.16268 -4.81 1.21 -0.93
O -2.08303 -0.52646 -2.24395 2.67 -0.42 -0.16
C 3.35377 -1.35684 -2.13286 4.45 -0.20 -1.26
O 4.44833 -1.45777 -2.39281 -1.98 0.43 0.65
H 1.21797 -0.61640 -3.75136 0.32 -0.35 0.92
C -1.78150 1.52582 3.82288 -0.06 0.35 0.73
C -1.24399 1.15658 2.49110 -0.64 0.54 1.30
C -1.95231 0.25215 1.72800 0.41 -0.82 -0.90
C -1.37897 -0.20541 0.56860 -0.30 0.60 0.49
N -0.22850 0.33430 0.16649 1.32 -1.98 -1.77
C 0.51013 1.15459 0.91303 -0.30 0.36 0.17
C -0.02122 1.64638 2.07737 0.50 -0.56 -0.53
H -2.76502 1.99714 3.74215 0.07 -0.06 -0.01
H -1.89677 0.63001 4.44840 -0.02 0.18 -0.17
H -1.11025 2.21330 4.34549 -0.18 -0.10 -0.07
H -2.87440 -0.19561 2.01138 -0.62 0.00 0.59
H -1.85509 -1.02277 -0.00642 0.33 0.79 0.45
H 1.54374 1.42867 0.62216 -0.99 -0.21 0.10
H 0.58753 2.30736 2.64721 0.05 0.46 0.63